(1)
The following is a DFT calculation (wB97M-V/def2-TZVPD) of a cluster of 6 separate species, C29H42BClNO11 in total at a distorted geometry.

LUMO: 2.3 eV
total charge: -1

Structure (XYZ):
```
85
Properties=species:S:1:pos:R:3:forces:R:3:mulliken_charge:R:1
O 2.998129 0.727066 3.046644 0.5 -0.1 0.7 -0.660
C 2.681887 1.250634 2.014428 0.1 -0.1 -0.3 -0.130
C 1.427389 2.051619 1.870235 -0.7 -0.2 -0.2 -0.285
C 0.310358 1.298175 1.087002 0.0 -0.1 0.5 -0.454
B 0.317132 -0.325093 1.172864 -0.1 0.2 -1.1 0.661
Cl -0.379121 -0.944553 2.848393 0.0 0.0 0.5 -0.532
N 3.572732 1.124272 0.894510 -0.6 0.6 -0.6 -0.066
C 3.073027 1.576965 -0.381854 0.2 0.0 0.1 0.283
C 3.194129 2.908001 -0.779879 -0.1 -0.1 -0.5 -0.159
C 2.684549 3.320754 -2.010054 0.1 -0.4 0.3 -0.743
C 2.045441 2.400557 -2.836115 0.0 0.0 0.1 -0.646
C 1.935578 1.068953 -2.452637 0.2 0.5 0.4 -0.847
C 2.457414 0.662431 -1.225364 -0.1 0.1 -0.5 -0.039
H 1.073809 2.254901 2.875755 0.1 -0.2 0.2 0.636
H 1.606155 3.021066 1.416240 0.3 0.1 -0.2 0.298
H 0.299004 1.650744 0.055020 0.1 -0.2 -0.1 0.139
H -0.643002 1.623528 1.510084 -0.1 0.1 0.0 -0.125
H 1.408228 -0.816301 0.957938 0.1 -0.1 0.4 -0.228
H -0.448469 -0.751658 0.332482 -0.1 -0.1 0.0 -0.379
H 4.444604 1.584575 1.121333 0.1 -0.3 0.1 0.374
H 3.685089 3.620603 -0.132804 0.0 0.1 0.1 0.422
H 2.783848 4.352597 -2.312731 0.0 0.1 0.0 0.360
H 1.623953 2.724493 -3.777042 0.0 0.0 -0.1 0.406
H 1.429852 0.374928 -3.103469 0.0 -0.2 0.0 0.437
H 2.365492 -0.368189 -0.927116 0.0 -0.1 0.2 0.397
O -0.408388 4.321603 1.427945 0.1 0.4 -0.1 -0.529
C -1.446511 4.631140 0.932314 0.0 -0.2 0.3 0.420
O -1.545284 5.464373 -0.141006 0.0 0.0 0.0 -0.367
C -2.926091 5.720202 -0.438015 -0.1 0.0 0.0 -0.450
C -3.693732 4.553036 0.170219 -0.1 -0.1 0.1 -0.631
C -2.829105 4.205560 1.379434 -0.3 0.0 -0.4 -0.037
H -3.204776 6.677311 0.010916 0.0 0.0 0.0 0.253
H -3.044084 5.789993 -1.517306 0.1 0.0 0.0 0.334
H -4.726325 4.797691 0.413618 0.0 0.1 0.0 0.318
H -3.700420 3.714071 -0.526792 0.0 0.0 0.0 0.290
H -3.101513 4.787850 2.261956 0.0 0.0 0.0 0.077
H -2.841460 3.144646 1.614858 0.1 0.0 0.2 0.278
O -0.032030 -3.248378 -0.989779 0.2 -0.2 -0.3 -0.505
C -0.652126 -4.016785 -0.325421 -0.3 0.3 0.4 0.371
O -1.098623 -5.216687 -0.837173 0.1 0.2 0.0 -0.337
C -1.900943 -5.890834 0.135571 0.0 -0.2 0.1 -0.462
C -1.469172 -5.322484 1.476912 -0.1 0.1 0.2 -0.670
C -1.102728 -3.879341 1.127664 0.2 -0.8 -0.3 -0.120
H -2.954734 -5.695621 -0.081643 0.0 0.0 0.0 0.275
H -1.717413 -6.961752 0.054597 0.0 0.0 -0.1 0.328
H -2.243107 -5.406430 2.238704 0.0 0.0 0.0 0.337
H -0.584502 -5.852516 1.835624 0.0 0.0 0.0 0.275
H -1.962183 -3.212530 1.178972 0.1 0.2 0.0 0.225
H -0.304750 -3.485209 1.746577 -0.1 0.4 -0.1 0.133
O -5.402625 6.958453 5.040173 0.0 -0.1 -0.1 -0.589
C -4.922666 5.949749 5.469221 -0.1 0.2 0.2 0.519
O -5.049637 4.756600 4.843788 0.0 0.0 0.0 -0.375
C -4.459055 3.709302 5.637442 0.1 -0.1 0.0 -0.397
C -3.464051 4.413865 6.548671 0.0 0.1 0.1 -0.492
C -4.133963 5.771830 6.753581 0.3 -0.3 -0.2 -0.376
H -5.255655 3.211581 6.194741 0.0 0.0 0.0 0.272
H -3.988361 2.988254 4.973974 -0.1 0.0 -0.1 0.333
H -3.266665 3.867209 7.468268 -0.1 0.0 0.0 0.327
H -2.515999 4.545946 6.026294 0.0 0.0 0.0 0.251
H -4.835245 5.765323 7.589523 0.0 0.1 0.0 0.248
H -3.421900 6.582572 6.877059 -0.1 0.1 0.1 0.288
O 3.900274 -1.121311 -3.445416 0.1 -0.2 -0.4 -0.589
C 4.065857 -2.181843 -2.926484 -0.1 0.3 0.4 0.363
O 3.569304 -3.342665 -3.439464 0.2 0.0 0.0 -0.266
C 3.820235 -4.427491 -2.533394 0.0 -0.1 0.1 -0.188
C 4.996124 -3.974878 -1.675648 0.0 0.1 0.1 -0.647
C 4.776751 -2.464653 -1.617837 0.1 -0.4 -0.1 -0.169
H 2.918253 -4.597007 -1.940973 0.0 0.0 0.0 0.039
H 4.035725 -5.323565 -3.112269 0.0 0.0 -0.1 0.374
H 5.025261 -4.459378 -0.701518 -0.1 0.0 0.0 0.378
H 5.934364 -4.192891 -2.189623 0.0 0.0 0.0 0.264
H 4.115520 -2.174562 -0.799163 0.0 0.1 0.0 0.110
H 5.701360 -1.898568 -1.558343 -0.1 0.2 0.1 0.370
O -2.362371 -3.499046 -5.001982 0.0 0.0 -0.1 -0.596
C -1.261205 -3.939088 -5.154308 -0.1 -0.2 0.2 0.482
O -0.658636 -3.965255 -6.376479 0.0 0.0 0.0 -0.389
C 0.605015 -4.640559 -6.288505 0.1 -0.1 0.0 -0.554
C 1.006762 -4.552644 -4.823320 -0.1 0.1 0.0 -0.135
C -0.349394 -4.565979 -4.118447 0.5 0.2 -0.3 0.107
H 0.465940 -5.673826 -6.619306 0.0 0.0 0.0 0.228
H 1.311493 -4.150222 -6.955087 -0.1 0.1 -0.1 0.353
H 1.678229 -5.352316 -4.515680 0.0 0.0 0.0 0.334
H 1.508825 -3.603342 -4.632159 0.0 -0.1 0.0 0.063
H -0.697461 -5.580250 -3.916535 -0.1 0.0 0.1 0.275
H -0.332066 -3.986275 -3.200925 -0.3 -0.1 0.1 -0.141
```
Positions in Å, forces in eV/Å.

***

(2)
The following is a DFT calculation (wB97M-V/def2-TZVPD) of a cluster of 4 separate species, C19H54N7O8P3 in total at a distorted geometry.

LUMO: 0.4 eV
SMILES: CN(C)P(=O)(N(C)C)N(C)C.CN(C)P(=O)(N(C)C)N(C)C.CCOP(=O)(OCC)OCC.C[N+](=O)[O-]

Structure (XYZ):
```
91
Properties=species:S:1:pos:R:3:forces:R:3:mulliken_charge:R:1
O 2.219291 0.556306 -0.954857 -0.2 -0.1 -0.2 -0.202
P 2.448011 2.019765 -1.038790 0.0 -1.1 0.1 -0.093
N 3.024601 2.678124 0.353071 0.2 0.8 0.2 0.325
C 2.125488 3.038662 1.446950 -0.2 -0.7 0.0 -1.041
C 4.390048 2.326441 0.735639 -0.2 -0.3 0.1 -1.028
N 1.046593 2.844507 -1.334174 0.1 0.4 0.3 0.542
C 0.214695 2.238528 -2.359131 0.4 -0.3 -0.5 -1.075
C 0.944215 4.296469 -1.280540 -0.1 0.0 -0.2 -1.422
N 3.521629 2.286878 -2.266592 0.5 0.5 0.0 0.334
C 3.924369 3.650188 -2.615058 -1.0 0.0 0.1 -1.067
C 4.493291 1.269998 -2.660186 0.5 0.8 0.4 -0.886
H 1.533929 2.171745 1.768714 0.0 0.1 0.0 0.162
H 1.438292 3.823768 1.151043 0.0 0.1 0.1 0.225
H 2.715404 3.356782 2.303092 0.0 0.2 0.0 0.547
H 5.058579 3.182892 0.635872 0.2 -0.1 0.0 0.280
H 4.747070 1.468649 0.162015 0.1 0.2 -0.2 0.326
H 4.407802 1.978774 1.770899 0.0 0.1 0.0 0.373
H -0.735635 2.761690 -2.435989 -0.1 -0.2 0.2 0.458
H 0.695476 2.278882 -3.350751 -0.1 0.2 0.1 0.313
H 0.110459 1.176817 -2.139599 -0.4 0.1 0.1 0.129
H 0.957301 4.708297 -2.296344 -0.1 0.1 0.1 0.300
H 0.010751 4.578158 -0.787044 0.0 0.1 -0.1 0.304
H 1.763013 4.752057 -0.730651 0.0 -0.1 0.1 0.586
H 3.526675 3.932501 -3.595446 0.5 -0.2 -0.2 0.281
H 3.440029 4.360479 -1.942246 0.3 0.0 0.2 0.350
H 5.005039 3.762734 -2.552888 0.1 0.1 -0.1 0.352
H 4.204602 0.319333 -2.229976 -0.1 -0.2 -0.5 0.105
H 5.476162 1.550489 -2.244301 -0.1 -0.2 0.1 0.307
H 4.644557 1.295328 -3.739272 -0.4 -0.5 -0.1 0.377
O 0.003527 -2.250322 4.346550 -0.1 0.0 0.0 -0.950
P 0.498466 -1.414412 3.235699 -0.7 -0.2 -0.1 0.242
N 0.952648 -2.287056 1.921622 0.4 -0.2 -0.1 0.434
C 1.815418 -1.778038 0.872539 0.0 -1.2 -0.2 -1.464
C 0.266988 -3.565884 1.665880 0.4 0.7 0.0 -1.050
N 1.820967 -0.472354 3.602476 0.7 0.1 -0.6 0.551
C 3.139386 -1.087118 3.659082 -0.1 -0.3 0.6 -1.023
C 1.587728 0.533518 4.621015 -0.6 0.0 -0.1 -1.079
N -0.671540 -0.351298 2.732197 -0.2 0.1 0.5 0.960
C -1.807252 -0.041877 3.598806 0.0 -0.1 0.1 -1.274
C -0.718686 0.252335 1.420784 0.4 0.1 -0.1 0.361
H 2.710592 -2.418771 0.805524 0.2 0.4 0.2 0.256
H 2.042262 -0.735743 1.043010 0.3 0.0 -0.2 0.574
H 1.362280 -1.923346 -0.114642 -0.3 0.5 0.1 0.335
H -0.797948 -3.380445 1.516745 -0.1 -0.3 0.0 0.192
H 0.448181 -4.260679 2.481701 -0.2 0.0 0.1 0.263
H 0.714154 -3.979045 0.761551 -0.1 -0.1 0.0 0.461
H 3.284240 -1.701419 4.561062 -0.1 0.1 0.0 0.327
H 3.291441 -1.745188 2.811087 0.1 0.1 -0.1 0.296
H 3.902407 -0.305993 3.678723 0.0 0.0 -0.2 0.322
H 1.270864 0.083419 5.569764 0.3 0.1 0.1 0.288
H 2.483309 1.138916 4.744636 0.0 0.0 0.1 0.348
H 0.763271 1.172958 4.293589 0.1 0.1 0.0 0.281
H -2.426432 -0.919098 3.790436 0.0 0.0 -0.1 0.267
H -1.504384 0.362630 4.569607 0.1 0.0 -0.1 0.354
H -2.409683 0.718220 3.101613 -0.1 0.0 0.0 0.424
H -0.724129 1.346202 1.509475 -0.2 0.0 -0.1 0.293
H -1.586931 -0.081929 0.851817 -0.1 0.2 0.2 -0.580
H 0.155220 0.011280 0.819276 0.1 0.0 0.1 -0.512
C 2.015208 -2.225291 -2.815273 0.2 0.3 0.3 -0.485
N 2.219215 -1.789583 -4.222347 -0.1 0.9 0.3 1.063
O 3.340232 -1.481161 -4.560399 0.2 -0.3 -0.2 -0.572
O 1.225949 -1.637553 -4.902248 -0.2 -0.3 -0.2 -0.600
H 2.016069 -3.308963 -2.756045 -0.1 0.0 -0.1 0.316
H 1.085123 -1.767380 -2.499776 -0.1 -0.3 0.1 -0.059
H 2.820973 -1.796561 -2.229178 0.1 -0.1 0.0 0.207
C -5.414954 -4.085593 -0.860003 0.3 0.2 -0.1 -0.989
C -6.299422 -2.969321 -0.364097 -0.8 0.3 0.4 -0.286
O -5.631936 -1.741649 0.036268 0.0 -0.2 -0.4 -0.348
P -4.084100 -1.598589 0.271899 0.0 -0.3 -0.2 0.788
O -3.489527 -2.457309 1.289996 0.2 0.2 0.1 -0.816
O -3.944118 -0.048299 0.545547 0.2 -0.3 0.3 -0.123
C -4.445485 0.896244 -0.379959 -0.9 1.2 -0.6 -0.143
C -5.764269 1.516577 0.098484 0.5 0.0 0.0 -1.384
O -3.506006 -1.805075 -1.197952 -0.1 0.2 -0.1 -0.161
C -2.113646 -1.611955 -1.511646 -0.1 -0.2 0.1 1.005
C -1.975032 -1.707918 -3.004642 -0.4 0.2 -0.5 -1.481
H -4.606423 -4.250267 -0.146455 -0.1 -0.2 0.0 0.295
H -5.993915 -4.998576 -0.986492 -0.1 0.0 0.2 0.410
H -4.969033 -3.847738 -1.825383 0.0 0.1 0.0 0.188
H -7.044170 -2.653740 -1.097164 0.2 0.0 -0.2 0.313
H -6.889492 -3.259149 0.507353 0.3 -0.2 0.1 0.313
H -3.709017 1.689799 -0.517027 0.3 -0.2 0.3 0.391
H -4.624372 0.488480 -1.377596 0.2 -0.4 0.1 0.276
H -6.598277 0.869646 -0.158344 -0.1 0.0 0.2 0.273
H -5.724618 1.691254 1.173029 -0.1 -0.1 0.0 0.312
H -5.893574 2.491970 -0.374607 -0.1 -0.1 -0.1 0.413
H -1.779789 -0.635953 -1.155609 0.0 0.0 0.1 -0.301
H -1.546300 -2.398729 -1.010516 0.1 0.1 0.1 0.079
H -0.977500 -1.433092 -3.348851 0.1 -0.2 0.1 0.326
H -2.252736 -2.699723 -3.362338 0.3 -0.1 0.0 0.352
H -2.663157 -1.019505 -3.503712 0.0 0.1 0.2 0.371
```
Positions in Å, forces in eV/Å.

***

Looking at energy relative to the best compared isomer or geometry (same formula, charge and spin) for the records above, in order, we have 0.000 0.000 eV.
Looking at Kohn-Sham gap for the records above, in order, we have 7.112 8.384 eV.